Entry 1:
{
  "formula": "C4H6N4",
  "method": "the ωB97M-V functional and the def2-TZVPD basis",
  "symbols": ["N", "N", "N", "N", "C", "C", "C", "C", "H", "H", "H", "H", "H", "H"],
  "positions_angstrom": [[0.3944, 1.6760, 0.4664], [-0.3761, -1.5517, -0.6653], [0.3101, 1.8338, -0.9191], [-0.3242, 0.3411, 0.5675], [-0.4999, -0.2614, -0.5599], [0.4381, -0.6161, 1.3934], [-0.3877, 0.8006, -1.4374], [0.0708, -1.9066, 0.7211], [0.0189, -0.8491, 2.3934], [-0.7020, 0.9402, -2.4599], [-1.0059, -2.4485, 1.0270], [1.5921, 1.3158, 0.4507], [0.7295, -2.7560, 0.5485], [1.6095, -0.3957, 1.1910]],
  "nbo_charge": [-0.218, -0.414, -0.211, -0.276, 0.261, -0.274, -0.006, -0.282, 0.248, 0.224, 0.203, 0.331, 0.232, 0.183],
  "gap_ev": 8.93,
  "de_lowest_kcal_mol": 133.7,
  "e_homo_ev": -8.875
}

---

Entry 2:
{
  "formula": "C4H8O",
  "method": "the ωB97M-V functional and the def2-TZVPD basis",
  "symbols": ["O", "C", "C", "C", "C", "H", "H", "H", "H", "H", "H", "H", "H"],
  "positions_angstrom": [[0.9740, 1.1542, -1.2792], [1.2027, -0.5126, -0.0495], [0.3250, 1.4270, -0.1882], [-0.0395, -0.2883, 0.5657], [-1.2795, -0.9014, -0.0352], [2.1340, -0.2758, 0.4567], [1.2943, -1.0857, -0.9643], [-0.6291, 1.9911, -0.2785], [-0.0302, -0.1045, 1.6380], [-1.3455, -1.9755, 0.1703], [-2.1835, -0.4310, 0.3634], [-1.2772, -0.7558, -1.1217], [0.8545, 1.7583, 0.7225]],
  "nbo_charge": [-0.740, 0.030, 0.182, -0.405, -0.627, 0.212, 0.216, 0.139, 0.227, 0.212, 0.217, 0.223, 0.118],
  "gap_ev": [7.96, 7.96],
  "de_lowest_kcal_mol": 96.6,
  "e_homo_ev": [-8.098, -8.098]
}